C25H27AsINOReS4Te as an isolated structure at a distorted geometry. Source: OMol25; level of theory: ωB97M-V with the def2-TZVPD basis set.

The geometry in ORCA input format:
```
! wB97M-V def2-TZVPD RIJCOSX def2/J DEFGRID3
* xyz 2 2
Re 0.20639 -2.76649 0.09302
I 0.76824 -4.23379 -1.89418
Te 0.43611 0.84686 -0.00350
As -1.94702 -3.80415 2.29984
S -1.97324 -3.05249 0.05460
S -3.42259 -3.07196 3.53960
S -2.12861 -5.90042 2.46961
S 0.22125 -3.15161 2.32428
O 2.83328 0.01826 -0.93232
N 1.13118 -1.15445 -0.01685
C -0.79468 3.54335 -5.65160
C -4.20879 0.23292 4.30928
C 0.36006 2.83896 -2.09920
C 5.82234 -1.96122 1.19662
C -1.23230 0.69242 1.25528
C -3.46356 0.10357 1.90632
C -0.91829 1.03931 2.59387
C 1.00892 3.66802 -1.00809
C -0.81380 -0.71641 -3.07401
C -1.90114 0.86398 3.54991
C 0.41376 1.60016 3.04509
C -0.78020 1.46109 -4.23157
C 0.07834 3.47357 -3.29538
C -0.01191 1.48025 -1.97334
C 4.34585 -3.85455 1.39422
C 2.56407 -0.96472 -0.28929
C -0.55137 0.76861 -3.05004
C -2.93641 0.08087 -0.52566
C -2.52013 0.24986 0.90433
C 3.34698 -3.12519 0.78182
C -3.17122 0.38684 3.23738
C 4.82346 -1.23879 0.56872
C 5.58717 -3.26613 1.60726
C 3.56725 -1.81850 0.36133
C -0.50423 2.81416 -4.37391
H -0.47498 -1.12537 -4.02664
H 0.30438 2.05094 4.02829
H 1.45240 4.55711 -1.45081
H 0.34439 4.52014 -3.39795
H 6.37215 -3.83003 2.09333
H -4.53077 1.21610 4.66014
H -5.08781 -0.29655 3.94587
H 2.39984 -3.63533 0.60899
H -3.80562 -0.30062 5.17087
H 0.07544 4.10930 -5.98543
H 0.79419 2.37568 2.38337
H 0.28403 4.01519 -0.26568
H -3.34809 1.01965 -0.90573
H 4.99840 -0.22413 0.23591
H -1.09002 2.86072 -6.44612
H -2.09290 -0.18834 -1.14504
H 6.79003 -1.50744 1.36390
H -1.17721 0.91018 -5.07795
H 4.16588 -4.87615 1.70121
H -1.87506 -0.94715 -2.99128
H -1.67810 1.12758 4.57838
H -4.46418 -0.21783 1.63830
H 1.81613 3.14676 -0.49663
H -3.70353 -0.68255 -0.63785
H -0.27442 -1.24178 -2.29045
H -1.60590 4.25851 -5.49797
H 1.17619 0.82324 3.13353
*
```

For the max |F|, the calculation gives 1.1 eV/Å. The expectation value of S² is 0.765. The total energy comes out at -151587.94633 eV.

These are the natural (NBO) partial charges, in e, on atoms 1 to 2: Re 0.6356; I 0.1904


C25H27Cl2MoSb as an isolated structure at a distorted geometry. Source: OMol25; level of theory: ωB97M-V with the def2-TZVPD basis set.

The geometry in ORCA input format:
```
! wB97M-V def2-TZVPD RIJCOSX def2/J DEFGRID3
* xyz 0 3
Sb 0.13442 -0.05105 0.98560
Mo 0.51045 0.13272 -2.06329
Cl 0.29565 -2.18325 -2.12185
Cl 1.43711 2.18761 -1.47084
C 3.19561 0.67134 4.23869
C -2.62834 3.02386 2.77872
C -1.46159 -2.72433 0.71495
C -1.69974 1.13599 -3.69668
C 2.04002 0.77957 3.43671
C 2.65279 -1.28894 2.28902
C 1.81356 -0.17848 2.43926
C -2.07853 -3.93449 1.08311
C 3.80171 -1.39821 3.09935
C -2.04382 1.80092 2.37776
C -0.04733 3.00076 1.67431
C -1.93415 4.23383 2.60667
C -1.67097 0.00740 -4.73976
C 1.29407 0.29578 -3.91593
C -1.71551 -3.40373 3.41555
C -0.49252 0.13754 -5.70800
C -0.76366 1.80150 1.81838
C -1.31195 0.61012 -2.35255
C 0.79063 -0.47223 -5.13155
C -0.65158 4.21792 2.05258
C -2.21935 -4.27625 2.43330
C -0.96866 -1.86015 1.69496
C 2.40923 -0.28386 -3.13627
C 4.07753 -0.41105 4.06077
C -1.07688 -2.19875 3.04769
H -1.65641 -0.98842 -4.28539
H -2.70154 -5.21231 2.72071
H -1.79913 -3.67225 4.47054
H -0.09617 5.15426 1.91284
H 4.47324 -2.25707 2.97155
H -0.69907 -0.33757 -6.68234
H -1.32652 -2.49824 -0.34999
H -0.66187 -1.55194 3.83625
H 1.18341 1.38910 -3.88715
H 1.61222 -0.42666 -5.87957
H 0.97214 3.00947 1.26613
H 3.39649 1.43597 4.99956
H 2.42324 -2.08458 1.56353
H 3.12853 0.41913 -2.68092
H -3.63278 3.02679 3.20617
H 4.97792 -0.48404 4.67288
H -2.11946 0.61749 -1.60676
H 0.66635 -1.56144 -4.90878
H -2.45018 -4.61255 0.30184
H 2.93330 -1.08953 -3.68745
H -2.74933 1.47953 -3.66152
H -2.59724 0.85871 2.53118
H -2.56764 0.05383 -5.35632
H -0.26125 1.19376 -5.90032
H -1.06437 1.98923 -3.97820
H -2.40253 5.17539 2.88478
H 1.33048 1.60187 3.61606
*
```

For the max |F|, the calculation gives 5.5 eV/Å. For the energy above the lowest of the compared OMol25 structures with the same formula, charge and spin, the calculation gives 0.0 kcal per mole. The expectation value of S² is 2.051.

These are the natural (NBO) partial charges, in e, on atoms 1 to 2: Sb 1.1430; Mo 0.7330


C25H27Cl3N2O3Pt as an isolated structure at a distorted geometry. Source: OMol25; level of theory: ωB97M-V with the def2-TZVPD basis set.

The geometry in ORCA input format:
```
! wB97M-V def2-TZVPD RIJCOSX def2/J DEFGRID3
* xyz -2 5
Pt 0.25207 0.52793 -1.56472
Cl -0.25421 -1.59041 -0.79806
Cl -3.40858 0.44256 -1.11394
Cl -0.54108 2.92231 -1.72474
O 1.52208 2.28931 -2.06405
O -1.55753 2.47545 0.95767
O 1.95694 -0.62193 0.98210
N -0.22425 1.52426 2.62338
N 0.26113 0.88994 0.51348
C -0.63528 1.72604 1.29347
C 1.35138 1.27285 4.97716
C -0.28537 -1.41997 4.57486
C 0.34930 -0.91326 -3.35288
C -1.49800 -2.68458 -3.71212
C 3.99837 0.57961 4.42178
C 1.54337 -1.78508 -3.31313
C -1.71789 -0.15150 -4.05269
C -1.53325 -1.10766 2.53683
C -0.88287 0.96430 -4.04371
C -3.11345 -0.18223 -4.55435
C -2.56959 -1.89442 3.05639
C 0.51706 0.30968 2.80689
C 2.36929 1.67502 5.83634
C 0.47703 0.52920 -3.62116
C 1.70734 1.00763 -4.28696
C -0.41538 -0.81122 3.31462
C 1.03947 0.14461 1.34140
C 2.94833 0.18615 3.57353
C 1.63681 0.59416 3.77461
C -0.98777 -1.30195 -3.67470
C -2.47505 -2.42582 4.34420
C -1.32161 -2.20197 5.09531
C -1.25284 2.26943 -4.60742
C 3.71327 1.36524 5.57084
H 2.11874 2.25404 6.75189
H 1.68871 2.11080 -4.39303
H 1.86936 -2.01644 -4.34453
H -0.48274 3.02576 -4.39323
H 5.03016 0.30391 4.21610
H 2.51971 0.71706 -3.56510
H -2.44242 -2.78411 -3.15453
H -3.60632 0.78621 -4.41209
H -3.27470 -3.01518 4.78086
H 1.66417 2.47380 -0.96763
H 0.32129 1.51814 5.24708
H -3.71735 -0.91152 -3.99432
H -0.75921 -3.38674 -3.30816
H 4.50901 1.69988 6.22841
H -1.37463 2.20054 -5.70400
H -3.46206 -2.08082 2.45647
H 2.33619 -1.26820 -2.74868
H 1.78368 0.48990 -5.27842
H -3.16896 -0.44111 -5.62822
H 1.32858 -2.71680 -2.77860
H -1.70253 -2.96799 -4.75546
H 0.62837 -1.26085 5.15569
H -1.64744 -0.72556 1.51155
H 3.19465 -0.42113 2.69891
H -1.20405 -2.61518 6.09559
H -0.90908 1.80766 3.34805
H -2.21041 2.62023 -4.17485
*
```

For the max |F|, the calculation gives 5.8 eV/Å. For the energy above the lowest of the compared OMol25 structures with the same formula, charge and spin, the calculation gives 0.0 kcal per mole. The expectation value of S² is 6.033.

These are the natural (NBO) partial charges, in e, on atoms 1 to 2: Pt 1.0955; Cl -0.5727